C4H7ClN2O | wB97M-V/def2-TZVPD

Cartesian coordinates (Å):
C (2.103, 0.652, -0.280)
C (0.645, -0.679, 0.160)
C (-1.514, -1.490, 0.251)
C (-1.075, 0.994, -0.002)
N (1.788, 1.793, -0.103)
N (-0.627, -0.335, 0.198)
O (1.146, -1.767, 0.235)
Cl (3.551, -0.063, -0.778)
H (-0.961, -2.328, -0.022)
H (-1.717, -1.897, 1.239)
H (-2.400, -1.395, -0.364)
H (-0.610, 1.620, 0.759)
H (-0.680, 1.409, -0.923)
H (-2.147, 1.036, 0.027)
H (2.498, 2.449, -0.398)

Values from the calculation:
LUMO energy   0.84 eV
Molecular weight   134.57 g mol⁻¹
ΔE to the lowest compared entry with this formula, charge and spin   221.9 kJ/mol
Electronic energy   -801.47844 a.u.

***

C4H7ClN2O | wB97M-V/def2-TZVPD

Cartesian coordinates (Å):
N (-1.958, 1.126, 1.276)
N (-1.199, 0.178, 1.913)
C (-0.524, -0.645, 1.205)
C (-0.435, -0.659, -0.293)
Cl (-0.262, -2.331, -0.877)
C (0.687, 0.248, -0.783)
C (2.012, -0.217, -1.168)
O (1.047, 0.198, -2.131)
H (-2.243, 1.834, 1.945)
H (-1.511, 1.578, 0.471)
H (0.029, -1.444, 1.742)
H (-1.366, -0.320, -0.709)
H (0.622, 1.262, -0.374)
H (2.872, 0.461, -1.062)
H (2.227, -1.268, -1.156)

Values from the calculation:
LUMO energy   0.83 eV
SMILES string   N/N=C\[C@H](Cl)[C@H]1CO1
Molecular weight   134.57 g mol⁻¹
ΔE to the lowest compared entry with this formula, charge and spin   234.2 kJ/mol
Electronic energy   -801.47373 a.u.

***

C4H7ClN2O | wB97M-V/def2-TZVPD

Cartesian coordinates (Å):
H (-1.310, 2.160, 1.148)
N (-0.588, 2.216, 0.312)
C (-0.409, 0.994, -0.070)
N (0.327, 0.856, -1.146)
O (1.185, 1.897, -1.193)
C (-1.068, -0.288, 0.182)
Cl (-2.809, -0.348, -0.093)
C (-0.554, -1.501, 0.366)
C (0.961, -1.493, 0.493)
H (0.698, 0.106, -1.601)
H (0.535, 2.480, -0.577)
H (-0.975, -2.605, 0.335)
H (1.627, -0.586, 0.199)
H (1.258, -2.403, -0.019)
H (1.122, -1.486, 1.664)

Values from the calculation:
LUMO energy   0.40 eV
SMILES string   [H]/N=C(NO)\C(Cl)=C/C
Molecular weight   134.57 g mol⁻¹
ΔE to the lowest compared entry with this formula, charge and spin   421.0 kJ/mol
Electronic energy   -801.40262 a.u.

***

C4H7ClN3O3 | wB97M-V/def2-TZVPD

Cartesian coordinates (Å):
H (3.007, 1.799, -1.647)
N (2.434, 0.917, -1.454)
C (1.654, 0.868, -0.480)
Cl (1.451, 2.153, 0.867)
C (0.935, -0.318, -0.086)
C (-0.564, -0.118, 0.082)
N (-1.385, -1.052, 0.473)
O (-0.932, 1.010, -0.264)
C (-2.186, 1.554, -0.086)
N (1.628, -1.428, 0.140)
O (2.807, -1.629, -0.036)
O (0.950, -2.548, 0.534)
H (-2.391, -0.990, 0.502)
H (-1.234, -1.983, 0.759)
H (-2.804, 0.902, 0.471)
H (-2.728, 1.702, -0.952)
H (-2.080, 2.486, 0.549)
H (1.438, -3.323, 0.626)

Values from the calculation:
LUMO energy   -4.88 eV
SMILES string   [H]/N=C(Cl)/C(=C(/N)OC)[N+](=O)O
Molecular weight   180.57 g mol⁻¹
ΔE to the lowest compared entry with this formula, charge and spin   0.0 kJ/mol
Electronic energy   -1006.37716 a.u.
Net charge   +1

***

C4H7ClN4O4 | wB97M-V/def2-TZVPD

Cartesian coordinates (Å):
C (1.592, -1.637, 1.998)
C (0.364, 0.786, -0.536)
C (-1.629, 1.341, -2.003)
C (-1.164, 0.533, -0.771)
N (0.815, 0.563, 0.838)
N (1.453, -2.479, 1.032)
N (0.753, 1.809, 1.081)
N (0.311, -2.904, 0.401)
O (0.509, 2.244, -0.245)
O (0.973, 2.518, 1.982)
O (-0.146, -2.232, -0.528)
O (-0.077, -3.992, 0.769)
Cl (-2.083, 1.160, 0.634)
H (2.513, -1.532, 2.448)
H (0.849, -0.802, 2.382)
H (1.156, 0.394, -1.196)
H (-1.284, 0.876, -3.007)
H (-1.126, 2.315, -2.111)
H (-2.646, 1.560, -2.204)
H (-1.134, -0.521, -0.963)

Values from the calculation:
LUMO energy   -0.08 eV
Molecular weight   210.58 g mol⁻¹
ΔE to the lowest compared entry with this formula, charge and spin   96.3 kJ/mol
Electronic energy   -1136.45483 a.u.

***

- ΔE to the lowest compared entry with this formula, charge and spin of number 3 (C4H7ClN2O)?
  421.0 kJ/mol

***

- electronic energy of number 3 (C4H7ClN2O)?
  -801.40262 a.u.

***

- The lowest electronic energy belongs to which entry?
  C4H7ClN4O4

***

- Which formula does entry 5 have?
  C4H7ClN4O4